# 1
The following is a DFT calculation (wB97M-V/def2-TZVPD) of a structure of composition C30H31F4N5O3S2Ti at a distorted geometry.

Output
- Highest occupied orbital energy: -7.544 eV
- E: -3706.6705 Eh
- Kohn-Sham gap: 7.74 eV
- Relative energy (zero: lowest compared OMol25 entry of this formula, charge and spin): 1.192 eV

The geometry in XYZ format:
```
76
Properties=species:S:1:pos:R:3:forces:R:3:lowdin_charge:R:1
Ti 0.37883 0.36371 -0.37705 0.0 -0.9 0.3 1.005
S -3.01027 0.04787 -1.04029 -0.3 0.1 0.5 1.063
S 0.21333 0.13888 3.44228 -0.1 -0.4 1.1 0.980
F 3.94360 -2.86821 0.95360 0.0 0.0 0.0 0.078
F 3.77319 -5.37860 0.30837 0.0 0.0 0.0 0.093
F -0.16005 -4.59346 -2.15265 0.0 0.0 0.0 0.090
F -0.02227 -2.01144 -1.51512 0.1 0.1 0.0 0.042
O -1.64064 -0.29013 -0.50979 0.3 -0.2 -0.7 -0.594
O 0.28764 0.79452 -2.33470 -0.1 0.3 0.0 -0.136
O -0.13703 0.90465 1.05714 0.2 1.2 -1.1 -0.468
N -2.26535 2.21466 -5.99199 0.0 0.0 0.0 0.145
N 1.89627 -0.93986 0.00219 0.0 -0.1 0.1 -0.066
N 2.11995 1.73468 -0.25914 0.1 0.0 -0.3 -0.338
N 0.71043 4.17021 -3.17895 0.0 0.0 0.0 0.160
N -1.19525 -0.15908 -3.73729 0.0 0.0 0.0 0.201
C 2.94980 1.71834 -1.48088 0.0 0.0 0.0 -0.058
C -3.07777 4.37451 -2.37990 0.0 0.0 0.0 -0.057
C -2.50674 -0.52409 2.50292 0.1 0.1 0.0 -0.245
C -3.88644 2.11952 -2.51430 0.0 0.0 0.0 -0.089
C -2.13706 2.69090 -0.93950 0.0 0.1 0.1 -0.068
C 0.86193 -4.18265 -1.38443 0.0 0.0 0.0 -0.220
C 1.94914 -2.28306 -0.26621 0.0 0.0 0.0 -0.153
C -0.47608 0.92372 -3.35494 -0.1 0.0 0.0 -0.473
C 2.90912 -3.21952 0.16584 0.0 0.0 0.0 -0.142
C 2.12459 -1.60991 4.20525 0.0 0.0 0.0 -0.127
C 0.86050 -1.48794 3.62223 0.1 0.0 -0.1 -0.520
C 1.81022 -5.08274 -0.94286 0.0 0.0 0.0 0.063
C -2.99912 1.76258 -1.50801 -0.1 0.0 -0.1 -0.392
C 0.26111 -2.62631 3.08415 0.0 0.0 0.0 -0.088
C -0.60156 2.13777 -4.03906 0.0 0.0 0.0 -0.197
C 2.86249 1.13442 0.86756 0.0 0.0 0.0 -0.184
C 3.07098 -0.35498 0.65135 -0.1 0.0 0.2 -0.202
C -3.98048 0.13200 0.49984 0.0 0.0 0.2 -0.289
C 0.94289 -2.85233 -1.05732 0.0 -0.1 0.0 -0.137
C -1.58614 -0.08319 3.66866 0.0 -0.1 -0.2 -0.417
C 2.76152 -2.83884 4.26255 0.0 0.0 -0.1 -0.090
C -3.92683 3.43611 -2.94783 0.0 0.0 0.0 -0.067
C -2.18527 4.00305 -1.38239 0.0 0.0 0.0 -0.063
C 0.90375 -3.85512 3.14827 0.0 0.0 0.0 -0.088
C 2.15498 -3.97097 3.73471 0.0 0.0 0.0 -0.097
C -1.50718 2.23454 -5.12163 0.1 0.0 -0.1 -0.237
C -3.21736 0.61798 1.74965 0.1 -0.1 -0.1 -0.217
C 1.74601 3.12380 0.05147 0.0 0.0 0.0 -0.059
C 0.12534 3.26068 -3.58230 -0.1 0.1 0.0 -0.217
C 2.82360 -4.56022 -0.16688 0.0 0.0 0.0 -0.221
H 1.10344 3.12919 0.93039 0.0 0.0 0.0 0.088
H 3.73896 -2.91335 4.72215 0.0 0.0 0.0 0.105
H 2.64117 3.72410 0.24613 0.0 0.0 0.0 0.103
H -3.08939 5.39668 -2.73415 0.0 0.0 0.0 0.113
H 2.65778 -4.92829 3.76945 0.0 0.0 0.0 0.103
H -2.49764 1.39535 1.49384 0.0 0.0 0.0 0.087
H 0.42477 -4.72644 2.71810 0.0 0.0 0.0 0.106
H -1.50225 4.73315 -0.96956 0.0 0.0 0.0 0.112
H 2.28051 1.31134 1.77113 -0.1 0.0 0.0 0.093
H -4.83491 0.75987 0.24113 0.0 0.0 0.1 0.094
H 1.76553 -6.13188 -1.19057 0.0 0.0 0.0 0.134
H 2.43242 2.24749 -2.27534 0.0 0.0 0.0 0.069
H -4.59274 3.71617 -3.75237 0.0 0.0 0.0 0.113
H -0.69930 -2.55883 2.59262 0.0 0.0 0.0 0.093
H -1.92780 0.88362 4.04433 0.0 0.0 0.1 0.073
H -4.51231 1.36781 -2.98066 0.0 0.0 0.0 0.113
H -4.34164 -0.88676 0.65991 0.0 0.0 -0.1 0.092
H 3.84290 1.61323 0.97833 -0.1 0.1 0.0 0.134
H -1.65232 -0.78928 4.49572 -0.2 0.0 0.0 0.074
H -1.42994 2.40392 -0.17075 -0.1 -0.1 0.0 0.081
H -1.96073 -1.13443 1.78662 0.0 0.0 0.0 0.077
H 2.59957 -0.72932 4.62143 0.0 0.0 0.0 0.100
H 1.22238 3.55487 -0.80156 0.0 0.0 0.0 0.063
H 3.26771 -0.80115 1.62813 0.0 0.0 0.0 0.110
H -1.67837 -0.14979 -4.62086 0.0 0.0 0.0 0.108
H -3.95671 1.06858 2.41679 0.0 0.1 0.0 0.119
H 3.12670 0.69195 -1.79600 0.0 0.0 0.0 0.092
H 3.90810 2.21062 -1.28331 0.0 0.0 0.0 0.103
H -3.28615 -1.15339 2.94548 0.0 -0.1 -0.1 0.115
H 3.96261 -0.52542 0.03909 0.0 0.0 0.0 0.124
H -0.93470 -1.04603 -3.33828 0.0 0.0 0.0 0.101
```
Positions in Å, forces in eV/Å.

# 2
The following is a DFT calculation (wB97M-V/def2-TZVPD) of a structure of composition C8H27AgN9O5 at a distorted geometry.

Output
- Net charge: +2
- Highest occupied orbital energy (alpha / beta): -15.382 / -15.378 eV
- E: -1336.5446 Eh
- 2S+1: 2
- Kohn-Sham gap (alpha / beta): 10.47 / 5.74 eV

The geometry in XYZ format:
```
50
Properties=species:S:1:pos:R:3:forces:R:3:lowdin_charge:R:1
Ag 19.69043 10.67929 -8.83821 -0.1 0.4 0.4 1.154
O 19.80904 9.76467 -6.57399 -2.1 -0.7 -0.1 -0.248
O 19.88208 11.64538 -11.26198 0.0 0.2 -0.3 -0.047
O 19.60904 8.70185 -10.40981 -1.2 2.6 1.6 -0.039
O 19.93340 12.94974 -7.74493 0.0 -1.0 -1.2 -0.038
O 17.29191 10.27590 -8.37503 2.2 2.7 0.3 -0.010
N 20.28540 7.97088 -12.44423 -1.0 1.4 -1.0 0.204
N 21.94374 10.63717 -8.30238 -1.3 -1.1 -0.7 0.075
N 20.96497 6.97697 -10.63650 1.6 -2.4 2.1 0.183
N 21.57729 14.30848 -7.02070 4.2 0.4 -0.8 0.183
N 21.76037 11.54751 -12.53661 1.2 -1.0 0.5 0.163
N 15.55011 8.96610 -8.08242 -2.5 0.3 1.5 0.211
N 20.21158 12.97976 -13.13437 -1.6 0.0 0.9 0.177
N 17.19860 8.33627 -9.40342 0.9 -1.6 -1.3 0.203
N 19.57784 14.51801 -6.19893 -1.1 0.7 1.1 0.187
C 20.35077 13.88153 -7.06121 -1.8 -1.0 0.4 -0.733
C 20.55412 12.02709 -12.23868 0.1 0.5 0.1 -0.673
C 23.53845 9.36073 -6.99574 -1.3 -0.8 0.1 -0.020
C 16.69598 9.22941 -8.62141 0.1 -0.2 -0.1 -0.747
C 20.21879 7.94892 -11.11776 1.6 -1.9 -1.7 -0.714
C 21.13784 9.77635 -6.18479 1.4 0.4 -0.2 -0.215
C 22.02928 9.46025 -7.41421 1.1 0.9 1.9 -0.356
C 18.77135 9.65458 -5.52968 0.6 0.2 0.3 -0.011
H 20.82521 7.28473 -12.95207 -0.4 0.4 -0.2 0.129
H 18.55702 8.61445 -5.28411 -0.1 -0.1 -0.7 0.101
H 21.29383 6.21902 -11.21741 -0.1 0.2 0.0 0.125
H 21.90772 15.06705 -6.44146 -0.3 -0.1 -0.2 0.131
H 24.10750 9.09343 -7.88616 0.2 0.0 0.2 0.089
H 23.95117 10.24972 -6.51884 -0.2 0.2 -0.1 0.094
H 19.08822 10.05041 -4.56480 0.6 0.4 -0.2 0.096
H 20.85189 6.71482 -9.66769 0.0 0.2 -0.1 0.121
H 19.30978 13.39046 -12.93894 0.3 0.4 -0.5 0.125
H 17.89485 10.23771 -5.81216 0.2 -0.4 -0.4 0.087
H 23.55431 8.55867 -6.25781 0.5 -0.1 -0.1 0.093
H 15.09114 8.08088 -8.24314 -0.3 0.5 0.2 0.135
H 22.34634 11.38564 -7.75666 -0.4 0.7 -0.1 0.092
H 22.13632 10.83467 -11.92784 0.2 0.2 -0.5 0.106
H 22.53945 10.50508 -9.10722 0.0 0.0 -0.4 0.107
H 19.59980 8.58769 -12.85607 0.4 -0.2 -0.7 0.135
H 16.70991 7.46791 -9.56845 0.5 0.1 -0.3 0.138
H 18.13985 8.57962 -9.67713 -0.1 -1.1 -0.7 0.039
H 15.13655 9.76609 -7.62517 -0.6 -0.6 0.2 0.140
H 21.32905 10.79053 -5.83413 0.6 0.3 0.1 0.135
H 21.73750 8.49633 -7.83112 -0.2 0.4 -0.5 0.139
H 22.26499 11.96794 -13.30389 0.3 -0.6 0.4 0.119
H 20.08646 14.97774 -5.45726 -1.0 0.2 0.1 0.122
H 21.43422 9.12228 -5.36477 -0.5 -0.4 0.0 0.144
H 22.26957 13.91083 -7.63934 -0.3 0.2 0.1 0.118
H 18.61088 14.23330 -6.13559 0.3 0.2 0.3 0.131
H 20.86823 13.34632 -13.80856 -0.5 0.1 0.2 0.120
```
Positions in Å, forces in eV/Å.

# 3
The following is a DFT calculation (wB97M-V/def2-TZVPD) of a structure of composition C2HI2NO2 at a distorted geometry.

Output
- Highest occupied orbital energy (alpha / beta): -8.805 / -8.803 eV
- E: -877.3121 Eh
- Kohn-Sham gap (alpha / beta): 7.86 / 7.86 eV
- Relative energy (zero: lowest compared OMol25 entry of this formula, charge and spin): 1.062 eV

The geometry in XYZ format:
```
8
Properties=species:S:1:pos:R:3:forces:R:3:lowdin_charge:R:1
I 1.88121 1.53600 -1.77821 -0.2 -0.1 0.2 0.914
I 1.43827 -1.90570 -0.97616 -0.1 0.3 -0.2 0.879
O -0.29919 1.71875 0.23860 -1.1 0.5 0.7 -0.173
O -0.81009 -1.57459 1.07304 -0.4 1.2 -0.3 0.031
N -0.14265 0.47928 0.07411 1.8 -0.5 -1.6 -0.368
C -1.05360 -0.41896 0.87252 3.5 -2.8 -1.2 -0.153
C 0.81926 0.07826 -0.78555 -1.2 -0.7 1.4 -1.240
H -1.83321 0.08697 1.28165 -2.4 2.1 1.0 0.110
```
Positions in Å, forces in eV/Å.

# 4
The following is a DFT calculation (wB97M-V/def2-TZVPD) of a structure of composition C20H30Br2Cl6F3LiMgN2O11P2S2 at a distorted geometry.

Output
- Highest occupied orbital energy: -5.795 eV
- E: -11612.6920 Eh
- Kohn-Sham gap: 1.05 eV
- Relative energy (zero: lowest compared OMol25 entry of this formula, charge and spin): 0.000 eV

The geometry in XYZ format:
```
80
Properties=species:S:1:pos:R:3:forces:R:3:lowdin_charge:R:1
Br -4.64651 7.45288 -2.18914 0.6 4.9 -1.9 0.131
Br 5.13833 -2.89257 1.12148 -0.1 -0.6 0.7 0.749
Cl -5.08923 8.47051 1.04869 0.0 0.2 0.3 0.475
Cl -2.90826 10.04793 0.00621 -0.1 0.0 0.1 0.499
Cl 3.60054 -1.00503 -1.78116 3.5 -3.5 -4.0 0.275
Cl -4.13800 10.76849 2.51612 0.0 0.0 0.0 0.501
Cl -5.58396 11.12809 0.04131 0.0 0.0 0.0 0.510
Cl 9.19059 -0.93238 -0.36096 -1.5 -1.0 0.1 -0.695
S 3.16621 3.86056 2.85673 0.0 0.2 0.2 0.854
S 1.91986 -6.87314 0.15910 -0.5 -0.5 -0.5 0.688
P -0.12343 0.75598 -2.33725 0.3 -0.5 -1.3 0.491
P -0.75127 -2.21180 1.11954 -2.8 0.5 0.7 0.475
Mg 3.50252 -3.30921 -0.91215 -0.5 1.1 -0.6 0.701
F 1.62440 3.91808 -0.78414 0.4 -0.5 0.0 0.153
F -0.00930 4.88891 0.17977 -0.2 -0.1 0.5 0.205
F -0.26211 4.11314 -1.78345 -0.3 -0.4 -0.3 0.163
O -2.16509 3.41715 1.16559 0.1 -0.5 0.0 0.018
O -0.09801 -3.20435 0.01407 1.6 0.4 1.1 -0.127
O -2.16032 -2.54877 1.25511 -0.8 -0.1 -0.1 -0.261
O 0.36110 1.87281 -3.41271 -0.9 0.0 1.2 -0.104
O -1.72687 0.69566 -2.40540 1.1 1.1 0.1 -0.097
O 0.56033 2.49649 1.22923 -1.3 -0.9 0.6 -0.019
O 2.55053 -7.86676 0.97583 0.2 0.4 0.3 -0.278
O 0.44695 -0.51724 -2.76418 0.5 -1.1 0.7 -0.264
O -1.51812 3.25389 3.26359 0.5 0.7 1.0 0.148
O -0.07981 -2.38133 2.61144 1.1 -0.2 -1.9 -0.116
O 1.96276 -5.45016 0.51652 0.4 0.5 0.0 -0.405
N 2.48261 1.40695 1.82793 -1.5 -1.6 -0.2 0.112
N -4.53153 2.66665 -1.42291 0.4 -1.2 -0.1 0.118
C 0.21961 -7.35265 -0.13943 -0.5 0.1 -0.2 -0.200
C -5.07222 5.23008 -1.38449 0.4 -3.0 1.0 -0.392
C -4.77477 3.78259 -1.40927 -0.5 1.3 0.4 -0.255
C 0.29648 3.86001 -0.59405 0.0 0.9 -0.4 -0.571
C -0.16021 2.51605 0.00361 0.7 0.0 0.3 -0.264
C 1.01127 1.20212 1.57588 1.2 -0.3 -0.4 -0.222
C -4.42900 10.10275 0.90166 0.0 -0.2 -0.2 -2.057
C 0.72700 0.20446 0.39594 -0.9 1.5 -0.7 -0.301
C 0.48482 1.29976 -0.70310 0.0 0.2 -0.8 -0.167
C 2.73112 2.48198 2.31724 1.2 1.1 0.3 -0.781
C -3.09307 1.61679 2.71065 -0.4 0.3 -0.4 0.029
C 2.66555 -1.42964 1.05705 0.2 0.2 -0.2 -0.304
C 4.21776 -1.16060 1.04282 -1.7 0.7 1.0 -0.519
C 1.94263 -0.64457 -0.05144 -0.6 1.7 1.9 -0.367
C -0.67972 -0.46042 0.63547 1.9 -0.6 0.4 -0.117
C 0.11080 -7.61871 -1.64576 0.1 0.1 -0.1 -0.195
C 2.48481 -7.07089 -1.52593 0.1 0.0 -0.3 -0.237
C 1.49664 -8.05819 -2.13678 -0.2 -0.1 0.1 -0.204
C -1.69698 2.55447 0.13756 -0.8 -0.1 -0.3 -0.099
C -2.20977 2.82134 2.40697 0.2 -0.4 0.0 -0.505
Li 6.86606 -2.43420 -0.32211 2.3 1.3 -0.7 0.480
H 1.23159 2.19127 -3.14461 0.1 0.2 -0.3 0.081
H 1.52333 1.58754 -0.94097 -0.3 0.3 -0.2 0.139
H 3.51332 -7.42723 -1.52975 0.0 0.1 0.2 0.114
H -0.64815 -8.36954 -1.85559 0.0 0.0 0.0 0.124
H -2.10687 2.94213 -0.79946 0.0 -0.1 0.1 0.112
H -1.95462 0.90138 -3.32551 -0.6 0.0 0.1 0.104
H 1.71186 -9.06850 -1.78261 0.1 0.0 0.0 0.127
H -2.16324 1.57366 0.27688 0.3 0.0 -0.2 0.113
H -3.60841 1.84375 3.64794 0.1 0.1 -0.2 0.097
H -1.15274 0.07728 1.46491 -0.1 -0.4 -0.1 0.079
H -5.61785 5.48034 -2.28092 -0.1 -0.4 0.0 -0.022
H -3.84404 1.39561 1.94832 0.2 -0.1 0.0 0.094
H -4.11493 5.83356 -1.33454 -0.8 -1.6 0.3 -0.087
H 4.53156 -0.67569 0.12176 0.3 -0.1 0.5 -0.015
H 0.37806 -3.91222 0.48884 -0.1 -0.2 -0.6 0.027
H -0.18416 -6.70228 -2.16107 0.0 0.0 0.0 0.123
H 2.78580 -0.01562 -0.53335 -2.9 0.0 1.8 -0.015
H -5.68379 5.46523 -0.51793 0.0 0.0 0.1 0.070
H 4.46703 -0.60529 1.94688 0.4 -0.3 -0.1 0.086
H -1.36183 -0.36398 -0.21402 0.2 -0.3 0.0 0.096
H 2.27929 -1.15035 2.04113 0.2 -0.4 -0.1 0.114
H 1.55860 -8.06211 -3.22336 0.0 0.0 0.0 0.125
H -0.44317 -6.54904 0.17989 0.1 0.0 0.1 0.107
H 0.55602 0.78716 2.48450 0.0 0.6 0.1 0.166
H 0.45657 -3.18624 2.57201 0.1 0.0 0.7 0.068
H 2.39608 -2.49760 0.89360 0.3 0.0 0.5 0.039
H -2.46417 0.74903 2.93128 -0.1 0.1 -0.2 0.078
H 2.42164 -6.09686 -2.01832 0.0 0.0 0.0 0.081
H 1.66264 -1.35955 -0.80679 -0.9 0.6 -0.1 0.009
H 0.02088 -8.24978 0.44354 0.2 0.0 0.1 0.115
```
Positions in Å, forces in eV/Å.

# 5
The following is a DFT calculation (wB97M-V/def2-TZVPD) of a cluster of 3 separate species, C4H16N3O3 in total at a distorted geometry.

Output
- Net charge: +1
- Highest occupied orbital energy: -12.349 eV
- E: -551.7638 Eh
- Kohn-Sham gap: 9.65 eV
- Relative energy (zero: lowest compared OMol25 entry of this formula, charge and spin): 0.269 eV

The geometry in XYZ format:
```
26
Properties=species:S:1:pos:R:3:forces:R:3:lowdin_charge:R:1
O -2.05520 -2.25874 0.20334 -0.1 -0.3 0.1 -0.038
O -0.73288 -0.70224 2.65758 -0.7 0.6 1.9 -0.078
O 0.93203 -0.23412 0.99299 0.6 0.7 -0.3 -0.010
N 2.24201 -1.29417 -0.47797 -0.4 1.2 0.3 0.187
N 0.78161 1.44106 -1.62997 1.0 0.5 -0.3 -0.086
N -1.66757 0.37053 0.43033 1.0 0.1 0.3 0.124
C 1.90462 1.19266 -0.73175 -0.1 -1.7 -1.1 -0.098
C -1.39132 0.57765 -1.02861 -1.2 0.4 0.2 -0.122
C 1.66042 -0.15838 0.00877 0.5 -0.4 -1.0 -0.459
C -0.57051 1.86142 -1.35783 0.6 -1.0 0.3 -0.163
H -2.38591 0.61167 -1.47665 0.1 0.1 -0.2 0.125
H 2.38924 -1.38548 -1.46713 0.5 -0.2 0.0 0.113
H -1.71174 1.22387 0.99315 0.1 0.1 -0.4 0.163
H 2.82408 1.18094 -1.39808 -1.0 -0.2 1.1 0.149
H -1.13646 -2.27455 -0.08553 0.0 -0.3 0.1 0.041
H -0.90770 -0.34695 -1.40773 -0.1 0.8 0.3 0.130
H -1.34148 -0.62774 3.41349 -0.2 -0.6 -0.3 0.080
H 2.05784 1.85535 0.08455 0.0 1.2 0.5 0.107
H 2.12709 -2.08195 0.13327 -0.1 -0.5 -0.3 0.115
H -0.88510 -0.18565 0.86694 -0.7 0.5 0.0 0.071
H -2.13585 -2.99579 0.82823 0.0 0.2 -0.2 0.076
H -0.99690 2.26055 -2.28707 0.2 0.1 0.3 0.128
H -2.52822 -0.13567 0.59268 -0.1 -0.4 -0.1 0.133
H -0.58742 2.67815 -0.58813 -0.3 -0.8 -0.4 0.139
H 1.07518 1.47227 -2.58208 -0.1 0.2 -0.3 0.110
H -0.08476 -0.05048 2.96124 0.5 -0.3 -0.5 0.063
```
Positions in Å, forces in eV/Å.